1.
DFT (ωB97M-V with the def2-TZVPD basis set) results for C33H50IrOPSbSi as an isolated structure.

Geometry as XYZ:
```
88
Properties=species:S:1:pos:R:3:lowdin_charge:R:1
Ir 0.19732 0.25107 -1.18981 0.94
Sb -0.42798 0.09773 1.50146 1.56
P 2.41248 -0.49117 -1.54797 0.81
Si -1.30667 -1.16762 -3.78371 0.42
O 0.65374 2.25294 -1.69573 -0.18
C -0.06684 -2.52517 -4.16083 -0.17
C 4.99333 0.10574 -0.45866 -0.12
C -0.50089 -1.31237 5.63711 -0.07
C -1.72010 2.66315 -1.48697 0.00
C 1.27011 0.21214 4.09271 -0.30
C -3.02565 -1.66088 -4.33709 -0.18
C 1.51269 -0.02372 5.44271 -0.04
C -0.06667 2.89941 0.51482 -0.33
C -3.45786 -0.07827 1.19132 -0.13
C -0.80799 0.41008 -4.67814 -0.18
C 3.51798 0.49359 -0.48261 -0.39
C -3.62450 -2.83562 1.11170 -0.03
C 0.64118 -0.77906 6.21032 -0.06
C -4.76642 -2.06779 0.94210 -0.06
C -1.04343 4.98807 1.45085 -0.07
C -4.68639 -0.68535 0.97850 -0.07
C -0.23212 4.38735 0.54756 -0.02
C 3.09739 1.13109 -3.73525 -0.13
C -2.39998 2.12640 3.56245 -0.04
C 2.58459 -2.25802 -1.10559 -0.38
C 0.11209 -0.32212 3.52654 -0.31
C -1.15538 -3.10155 1.45811 -0.06
C 2.25342 1.02068 3.29783 -0.06
C -1.64101 2.82238 2.47183 -0.30
C -1.32851 -0.93359 -1.90708 -0.42
C -2.38363 -2.24454 1.32138 -0.33
C -2.31408 -0.84634 1.36871 -0.36
C -1.75844 4.23779 2.40448 -0.01
C -0.35653 2.40142 -0.91187 -0.56
C -0.85748 2.17003 1.56905 -0.29
C -0.76298 -1.08112 4.29550 -0.13
C 3.76120 -3.01611 -1.72015 -0.13
C 3.06683 -0.31193 -3.23979 -0.37
H 3.80501 -4.02448 -1.31024 0.08
H 0.85313 -0.94623 7.25734 0.11
H 3.40706 1.15773 -4.77886 0.08
H 3.38724 1.52748 -0.81485 0.08
H -5.57385 -0.08184 0.84658 0.11
H 0.32931 4.96677 -0.17348 0.12
H -1.78494 3.72432 -1.74354 0.11
H 3.08520 0.44509 0.51859 0.04
H 2.40034 0.39610 5.89848 0.12
H 2.44960 -0.93953 -3.88850 0.07
H -0.43077 -2.87620 0.66816 0.05
H -1.21924 -1.90367 -1.40474 0.00
H -2.26753 -0.49178 -1.55294 0.01
H 1.64502 -2.73792 -1.39183 0.06
H 1.00609 2.67226 0.64590 0.13
H -3.39464 1.00471 1.22159 0.09
H -2.57565 1.07204 3.34915 0.05
H -1.19082 -1.89781 6.22915 0.11
H -1.84428 2.18608 4.50086 0.10
H -5.71968 -2.55219 0.78316 0.11
H 5.42999 0.09890 -1.45687 0.07
H 2.12685 1.61042 -3.65408 0.04
H -1.14477 6.06464 1.44734 0.11
H 5.14165 -0.87800 -0.01553 0.07
H 1.75538 1.73947 2.64207 0.05
H -1.40411 -4.15864 1.38128 0.09
H 3.64895 -3.10686 -2.79957 0.07
H 0.91479 -2.29393 -3.74008 -0.01
H 0.06209 -2.65880 -5.23489 0.04
H -0.38767 -3.48011 -3.74302 0.04
H -0.65368 -2.94991 2.41496 0.07
H -2.49745 2.44743 -0.75433 0.09
H 4.71667 -2.53523 -1.52105 0.06
H -2.40513 4.74214 3.10786 0.11
H -1.66306 1.07331 -4.81635 0.03
H 2.91322 1.58513 3.95422 0.09
H 5.55760 0.82225 0.13741 0.08
H 2.61444 -2.28892 -0.01159 0.08
H -3.38000 -2.54350 -3.80451 0.03
H 2.88186 0.37216 2.68366 0.07
H -3.05155 -1.88160 -5.40503 0.04
H -0.41276 0.18622 -5.66986 0.04
H 3.80815 1.73015 -3.16649 0.07
H -3.73380 -0.85251 -4.14987 0.03
H -0.04748 0.97595 -4.14288 -0.01
H -1.66943 -1.48227 3.85700 0.09
H -3.69490 -3.91526 1.07517 0.12
H -1.88194 2.08274 -2.39298 0.07
H 4.07293 -0.74078 -3.25703 0.08
H -3.36623 2.60572 3.71924 0.09
```

For the maximum force, the calculation gives 0.6 eV/Å. The calculation puts the HOMO-LUMO gap (spin up / spin down) at 7.428 / 7.682 eV. The HOMO energy (spin up / spin down) comes out at -9.79 / -11.59 eV. Its spin multiplicity is 5. The total charge is +1.

---

2.
DFT (ωB97M-V with the def2-TZVPD basis set) results for C33H50N5OP2S6V as an isolated structure.

Geometry as XYZ:
```
98
Properties=species:S:1:pos:R:3:lowdin_charge:R:1
V -0.51141 0.74593 0.08668 0.15
S -5.54657 0.79154 0.61467 0.87
S 1.21383 -2.96692 -2.42971 0.81
S -2.71181 1.77573 0.72817 0.47
S -7.78946 -1.07478 -0.00829 0.40
S -1.97278 -1.24975 -0.76837 0.54
S -4.93267 -1.68439 -0.61842 0.87
P -0.27196 -0.69589 2.30264 1.06
P 0.73648 3.06345 0.02162 1.06
O 1.12549 -1.92873 -1.36841 -0.56
N 0.83347 0.86244 -6.52846 0.15
N 1.78909 1.80659 -4.64601 0.21
N -0.45910 1.03505 -2.09968 0.13
N -0.30101 0.72962 -4.55292 0.12
N 1.68986 0.47592 0.40537 -0.07
C 4.28648 -1.12051 2.54800 -0.06
C 4.15602 1.07564 -2.31883 -0.06
C 2.30873 -0.28370 1.37453 -0.28
C 2.14621 -1.70187 3.35562 -0.07
C 2.85475 4.48666 1.42380 -0.10
C 2.90878 3.05634 -1.88986 -0.09
C -1.33991 4.75114 -0.75745 -0.14
C 0.91594 5.81187 -0.94373 -0.12
C 3.41434 0.39430 -1.37260 -0.04
C 4.77760 3.17230 -3.59008 -0.06
C -0.90924 -2.41344 2.59433 -0.54
C 3.94031 2.42869 -2.58196 -0.33
C 1.96676 -2.15053 -3.84602 -0.26
C -3.84932 0.52162 0.30577 -1.15
C 2.15245 2.39447 -0.92634 -0.30
C -0.42289 -3.12716 -3.14705 -0.29
C -0.71286 0.14426 3.90732 -0.53
C 0.14601 4.49122 -1.01321 -0.53
C -0.39628 -3.40704 1.55369 -0.13
C -3.54813 -0.66431 -0.29357 -1.14
C 1.53096 -0.93495 2.36733 -0.29
C -6.17692 -0.66051 -0.03763 -1.55
C 4.15524 -2.65867 4.55620 -0.07
C 0.51752 4.50798 2.38627 -0.12
C 0.04362 1.46464 3.97587 -0.13
C 1.53703 3.72526 1.55670 -0.53
C -0.55217 -0.63104 5.21116 -0.12
C 0.75675 1.13914 -5.19508 -0.52
C 3.71481 -0.37442 1.53971 -0.03
C -2.43616 -2.42108 2.68503 -0.10
C 2.43221 1.04959 -0.60422 -0.33
C -0.32010 0.93455 -3.24025 -0.28
C 3.51963 -1.83004 3.47247 -0.30
H -0.51183 -2.71556 3.56890 0.08
H 0.33025 5.48957 1.94568 0.06
H 1.36839 -1.27227 -4.09107 0.03
H -0.73851 -4.41236 1.81646 0.07
H 2.67387 1.82182 -5.12300 0.10
H 4.36865 0.16763 0.87470 0.09
H 0.69314 -3.41215 1.50954 0.07
H 0.23478 4.08404 -2.02816 0.09
H -1.06797 -3.60623 -2.41404 0.03
H 1.51874 -2.22794 4.06802 0.09
H 1.11531 1.29471 4.10867 0.08
H -1.70464 5.52414 -1.44041 0.07
H 1.99364 5.70337 -1.04754 0.05
H 3.57790 -0.65977 -1.20206 0.11
H 1.76367 2.78544 2.06958 0.08
H -0.03008 0.53950 -6.93213 0.10
H 0.89548 4.66664 3.39920 0.08
H 4.89633 -3.35135 4.15010 0.07
H 4.92646 0.54347 -2.87108 0.11
H 4.56415 2.87558 -4.62397 0.06
H 5.84225 2.98927 -3.43244 0.08
H 2.96789 -1.84676 -3.54751 0.04
H 4.66484 -2.03665 5.29768 0.07
H 1.85161 1.85838 -3.63606 0.07
H -0.78022 -3.15784 0.56159 0.01
H 2.70102 5.50953 1.07883 0.06
H 3.40426 -3.24927 5.08288 0.07
H 0.56477 6.47957 -1.73587 0.08
H -0.35631 -3.72914 -4.05444 0.05
H -0.80992 -2.12717 -3.34642 0.03
H -1.93917 3.85126 -0.88616 0.01
H 5.37051 -1.15327 2.61864 0.11
H 2.70127 4.09643 -2.11216 0.09
H -2.87876 -2.06924 1.75483 0.03
H -2.79618 -3.43713 2.87012 0.08
H -0.31631 2.07954 4.80552 0.08
H -2.80100 -1.78510 3.49533 0.07
H -0.44070 3.98974 2.45894 0.06
H 3.54120 3.98978 0.73747 0.07
H 3.34358 4.54172 2.40049 0.08
H 0.49674 -0.86222 5.40733 0.06
H -1.77249 0.38482 3.75991 0.10
H 4.61033 4.24784 -3.52040 0.07
H -0.90987 -0.01713 6.04339 0.07
H -1.50896 5.10331 0.26265 0.07
H 2.01571 -2.84024 -4.68920 0.05
H -0.10089 2.02106 3.05161 0.02
H 1.39239 1.46628 -7.10495 0.10
H 0.72743 6.31546 0.00586 0.06
H -1.12045 -1.56246 5.22536 0.06
```

For the maximum force, the calculation gives 0.7 eV/Å. The energy above the lowest of the compared OMol25 structures with the same formula, charge and spin is 0.0000 eV. The calculation puts the HOMO-LUMO gap (spin up / spin down) at 4.770 / 4.979 eV. The HOMO energy (spin up / spin down) comes out at -3.03 / -3.24 eV. Its spin multiplicity is 4. The total charge is -1.